1.
{"formula": "C28H35O18", "method": "ωB97M-V/def2-TZVPD", "gap_ev": 6.367, "largest_force_ha_per_bohr": 0.0311, "e_lumo_ev": 1.44, "charge": -1, "symbols": ["C", "C", "O", "O", "C", "C", "C", "C", "C", "C", "O", "C", "C", "O", "O", "C", "C", "O", "H", "H", "H", "H", "H", "H", "H", "H", "H", "H", "H", "C", "C", "C", "O", "C", "O", "O", "H", "H", "H", "H", "H", "H", "C", "C", "C", "O", "C", "O", "O", "H", "H", "H", "H", "H", "H", "C", "C", "C", "O", "C", "O", "O", "H", "H", "H", "H", "H", "H", "C", "C", "C", "O", "C", "O", "O", "H", "H", "H", "H", "H", "H"], "xyz": [[-1.0634, -4.1743, 7.0185], [-1.7944, -4.7350, 5.8087], [-1.3577, -5.7321, 5.2854], [-2.9374, -4.1384, 5.3773], [-2.7187, -3.1769, 4.3357], [-1.8830, -1.9493, 4.7486], [-0.5742, -1.8545, 3.9527], [0.1910, -0.5872, 4.2184], [0.0670, 0.1042, 5.3418], [0.8934, 1.3429, 5.5101], [1.1696, 1.7551, 6.6132], [1.3232, 2.0509, 4.2571], [1.5876, 3.5577, 4.2765], [0.7888, 4.1976, 3.5446], [2.4929, 4.0237, 4.9641], [1.4346, 1.3572, 3.1305], [1.1237, -0.0774, 3.1641], [1.5643, -0.8662, 2.3544], [-1.5596, -3.2943, 7.4178], [-0.0489, -3.9293, 6.7275], [-1.0835, -4.9245, 7.8039], [-2.2757, -3.6143, 3.4377], [-3.7050, -2.8316, 4.0482], [-2.4658, -1.0587, 4.5111], [-1.7158, -1.9150, 5.8193], [0.0272, -2.7383, 4.1831], [-0.8515, -1.9087, 2.8995], [-0.5556, -0.1597, 6.1824], [1.7119, 1.7906, 2.1822], [-1.3198, 2.5133, -1.7138], [-1.6247, 1.5646, -0.5813], [-0.6144, 0.4628, -0.3983], [-1.4066, -0.5827, 0.1867], [-2.6808, -0.4018, -0.2389], [-3.5537, -1.1984, -0.1033], [-2.8239, 0.8030, -0.8416], [-0.4032, 3.0652, -1.5134], [-1.2115, 1.9724, -2.6556], [-2.1290, 3.2222, -1.8501], [-1.7754, 2.1243, 0.3459], [0.2040, 0.7389, 0.2627], [-0.2024, 0.0950, -1.3419], [-0.4011, -8.4626, 4.2203], [-0.7306, -9.5126, 5.2494], [0.2988, -10.6068, 5.3831], [-0.4918, -11.7137, 5.8367], [-1.7542, -11.5215, 5.3709], [-2.6106, -12.3428, 5.3962], [-1.8970, -10.2696, 4.8724], [0.4923, -7.9074, 4.5036], [-0.2407, -8.9171, 3.2401], [-1.2243, -7.7621, 4.1150], [-0.9352, -9.0406, 6.2145], [1.0793, -10.3712, 6.1031], [0.7587, -10.8780, 4.4296], [3.2408, 4.7208, -4.0727], [1.9240, 4.1664, -4.5565], [1.3276, 4.9003, -5.7314], [-0.0762, 4.6682, -5.5518], [-0.2849, 4.4868, -4.2201], [-1.3504, 4.4666, -3.7009], [0.8944, 4.3346, -3.5668], [4.0118, 4.6091, -4.8351], [3.1458, 5.7767, -3.8169], [3.5630, 4.2031, -3.1695], [2.0192, 3.0965, -4.7639], [1.6630, 4.5116, -6.6904], [1.5064, 5.9778, -5.6994], [0.1039, 5.7036, -10.3555], [0.9831, 6.8419, -9.9001], [1.5628, 7.6717, -11.0187], [2.7758, 8.1597, -10.4339], [3.1655, 7.2544, -9.4999], [4.2238, 7.2486, -8.9672], [2.1761, 6.3523, -9.2620], [-0.7887, 6.0790, -10.8556], [0.6439, 5.0470, -11.0393], [-0.2025, 5.0946, -9.5050], [0.4478, 7.4651, -9.1782], [0.9191, 8.4969, -11.3144], [1.8172, 7.0796, -11.9013]], "forces_ev_per_angstrom": [[-1.048, 0.405, -0.056], [0.833, -0.917, 0.078], [-0.448, 0.476, -0.029], [0.434, 0.062, 0.183], [-0.051, 0.905, -0.268], [-0.048, 0.161, -0.450], [-0.336, -0.132, 0.272], [-0.440, -0.324, 0.193], [0.549, 0.781, -0.011], [-0.089, 0.259, 0.041], [-0.163, -0.147, 0.062], [0.138, 0.593, 0.303], [-0.692, 1.378, -0.433], [-0.110, -0.699, -0.069], [0.700, -0.621, 0.464], [-0.392, -0.827, 0.238], [0.022, 0.057, -0.146], [0.114, -0.398, -0.640], [0.050, 0.094, -0.037], [0.187, -0.084, 0.056], [0.265, -0.193, -0.047], [0.030, -0.458, 0.206], [-0.217, -0.197, 0.095], [-0.046, 0.083, 0.086], [-0.020, -0.134, 0.112], [0.219, 0.022, -0.212], [0.302, -0.014, -0.140], [-0.024, -0.129, 0.092], [0.234, 0.098, -0.025], [-0.351, -0.313, 0.090], [0.262, 0.379, -0.426], [0.279, -0.029, 0.340], [-0.114, 0.057, -0.126], [-0.011, 0.104, -0.041], [-0.084, -0.092, 0.048], [0.085, -0.237, 0.233], [-0.015, 0.023, 0.060], [0.057, -0.070, 0.047], [0.023, 0.080, 0.098], [0.009, -0.109, 0.057], [-0.068, -0.171, 0.132], [-0.087, 0.092, -0.063], [-0.319, -0.140, -0.382], [0.249, 0.449, -0.381], [0.129, -0.075, 0.237], [-0.031, 0.061, -0.102], [-0.068, 0.101, -0.059], [-0.068, -0.107, 0.029], [0.129, -0.246, 0.228], [-0.040, 0.023, 0.078], [0.102, -0.123, 0.077], [0.071, 0.105, 0.124], [-0.009, -0.083, 0.031], [-0.070, -0.150, 0.103], [-0.059, 0.108, -0.055], [-0.064, 0.071, 0.370], [0.551, 0.226, 0.115], [-0.050, -0.106, -0.307], [0.090, 0.022, 0.105], [0.023, 0.048, 0.078], [-0.066, 0.221, -0.270], [-0.188, -0.058, -0.265], [-0.042, -0.032, -0.038], [-0.039, 0.016, -0.097], [0.031, -0.071, -0.064], [-0.102, 0.005, -0.045], [-0.175, -0.022, -0.036], [0.106, -0.025, 0.102], [0.180, -0.315, 0.169], [-0.413, -0.412, -0.215], [-0.031, 0.281, -0.045], [-0.054, -0.165, 0.020], [0.051, -0.045, 0.045], [0.094, 0.002, 0.069], [0.050, 0.304, -0.073], [0.006, 0.054, 0.029], [0.023, 0.091, -0.063], [-0.093, 0.085, 0.014], [0.078, 0.074, -0.014], [0.145, 0.116, 0.067], [-0.066, -0.102, 0.056]], "mulliken_charge": [-1.048, 0.634, -0.503, -0.404, -0.678, -0.396, 0.013, 0.222, -0.160, -0.220, -0.557, 0.732, 0.131, -0.713, -0.690, -0.571, 0.250, -0.636, 0.378, 0.292, 0.376, 0.358, 0.377, 0.470, -0.012, 0.184, 0.363, 0.413, 0.411, -1.554, 0.669, -0.395, -0.267, 0.609, -0.573, -0.385, 0.448, 0.321, 0.397, 0.277, 0.109, 0.315, -1.460, 0.527, -0.436, -0.333, 0.644, -0.539, -0.336, 0.366, 0.389, 0.336, 0.238, 0.312, 0.297, -1.487, 0.577, -0.498, -0.320, 0.630, -0.503, -0.322, 0.389, 0.364, 0.376, 0.268, 0.292, 0.239, -1.433, 0.530, -0.490, -0.324, 0.627, -0.522, -0.335, 0.386, 0.361, 0.324, 0.251, 0.319, 0.308]}

2.
{"formula": "C44H80Cl12N8", "method": "ωB97M-V/def2-TZVPD", "gap_ev": 8.412, "largest_force_ha_per_bohr": 0.3294, "e_lumo_ev": 0.18, "charge": 0, "symbols": ["C", "C", "C", "C", "N", "H", "H", "H", "H", "H", "H", "H", "C", "C", "C", "C", "N", "H", "H", "H", "H", "H", "H", "H", "C", "C", "C", "C", "N", "H", "H", "H", "H", "H", "H", "H", "C", "C", "C", "C", "N", "H", "H", "H", "H", "H", "H", "H", "C", "C", "C", "C", "N", "H", "H", "H", "H", "H", "H", "H", "C", "C", "C", "C", "N", "H", "H", "H", "H", "H", "H", "H", "C", "C", "C", "C", "N", "H", "H", "H", "H", "H", "H", "H", "C", "C", "C", "C", "N", "H", "H", "H", "H", "H", "H", "H", "Cl", "C", "C", "Cl", "H", "H", "H", "H", "Cl", "C", "C", "Cl", "H", "H", "H", "H", "Cl", "C", "C", "Cl", "H", "H", "H", "H", "Cl", "C", "C", "Cl", "H", "H", "H", "H", "Cl", "C", "C", "Cl", "H", "H", "H", "H", "Cl", "C", "C", "Cl", "H", "H", "H", "H"], "xyz": [[0.0126, -2.6258, -2.4744], [-1.2705, -1.9326, -3.0435], [-2.4284, -2.7788, -3.5281], [-2.8187, -3.8943, -2.6585], [-3.2686, -4.7007, -1.9653], [-0.2323, -3.1200, -1.5343], [0.7462, -1.8478, -2.2632], [0.4672, -3.2802, -3.2183], [-1.0160, -1.2481, -3.8526], [-1.5426, -1.2448, -2.2429], [-2.3123, -3.2533, -4.5024], [-3.3199, -2.1728, -3.6894], [-0.1531, 5.0979, 4.1636], [-1.6220, 4.7170, 3.8964], [-1.9063, 3.4754, 3.0415], [-1.1162, 3.5604, 1.7863], [-0.4514, 3.6927, 0.8285], [0.3874, 4.2861, 4.6505], [-0.1357, 5.9949, 4.7826], [0.3207, 5.3814, 3.2237], [-2.1226, 5.5403, 3.3867], [-2.1494, 4.6807, 4.8497], [-2.9576, 3.3037, 2.8101], [-1.4761, 2.5682, 3.4657], [-1.6790, 1.2330, -2.9583], [-0.6891, 1.7037, -3.9803], [0.6462, 1.0767, -3.8491], [0.5033, -0.1834, -4.5803], [0.4682, -1.1909, -5.1741], [-1.7683, 0.1477, -3.0072], [-2.6784, 1.6439, -3.1016], [-1.3854, 1.5129, -1.9466], [-0.5810, 2.7763, -3.8189], [-1.0429, 1.7722, -5.0090], [1.0718, 0.9981, -2.8487], [1.3092, 1.6817, -4.4676], [-0.5581, -1.9971, 3.2652], [-0.9432, -0.6560, 2.6484], [-1.9832, 0.0032, 3.4821], [-2.4501, 1.2508, 2.8235], [-2.8173, 2.1935, 2.2740], [-0.1003, -1.8762, 4.2470], [0.1074, -2.4755, 2.5466], [-1.4424, -2.6179, 3.4088], [-1.1593, -0.8786, 1.6035], [-0.0325, -0.0743, 2.5061], [-1.5784, 0.2805, 4.4554], [-2.8655, -0.6182, 3.6353], [1.8522, -3.3198, -0.7073], [1.3831, -4.7295, -1.2161], [1.8776, -5.8479, -0.3120], [1.4252, -5.7092, 1.1017], [1.0538, -5.5787, 2.2067], [2.9376, -3.2385, -0.7646], [1.6642, -3.2131, 0.3611], [1.3011, -2.5324, -1.2214], [1.6899, -4.9044, -2.2472], [0.3109, -4.9170, -1.2744], [2.9651, -5.8865, -0.2481], [1.4673, -6.8018, -0.6434], [-1.7920, -4.2942, 2.6692], [-1.5592, -4.8598, 1.2781], [-1.8509, -3.8103, 0.2014], [-0.9924, -2.6496, 0.3027], [-0.2706, -1.7592, 0.3417], [-0.8729, -3.8477, 3.0486], [-2.1840, -4.9123, 3.4769], [-2.5397, -3.5011, 2.6740], [-2.1574, -5.7613, 1.1459], [-0.5320, -5.2242, 1.2903], [-2.8961, -3.5011, 0.1878], [-1.5881, -4.2753, -0.7488], [-0.6743, 1.5057, 0.6678], [-0.4068, 0.3181, -0.2855], [0.8015, -0.4942, 0.0624], [1.9746, 0.3736, 0.1943], [2.9318, 1.0586, 0.2944], [0.1809, 2.1763, 0.7518], [-0.7705, 1.2896, 1.7318], [-1.4674, 2.1244, 0.2481], [-0.2168, 0.7200, -1.2807], [-1.1842, -0.4362, -0.4068], [1.0121, -1.2117, -0.7307], [0.7230, -0.9962, 1.0267], [-3.1434, 4.1299, -2.1254], [-2.5592, 3.0058, -1.2788], [-3.1317, 2.9458, 0.1353], [-3.3474, 4.2202, 0.7135], [-3.5114, 5.2798, 1.2270], [-2.9661, 4.0270, -3.1959], [-2.6878, 5.0863, -1.8686], [-4.2215, 4.2583, -2.0289], [-1.4707, 3.0575, -1.3049], [-2.8666, 2.0587, -1.7221], [-2.4283, 2.2910, 0.6497], [-4.1026, 2.4513, 0.1659], [3.1457, 2.1727, 4.4765], [2.3221, 3.2127, 3.2732], [1.3918, 2.3907, 2.3617], [0.0906, 1.5986, 3.2184], [3.0970, 3.6984, 2.6802], [1.6283, 3.8879, 3.7739], [2.0061, 1.7358, 1.7437], [1.0564, 3.1302, 1.6346], [-2.5895, 0.1146, -1.7123], [-2.9352, -0.0113, 0.0238], [-4.3402, -0.6519, 0.1227], [-4.3539, -2.3245, -0.4254], [-2.8505, 0.9611, 0.5089], [-2.1489, -0.6585, 0.4122], [-5.1164, -0.1064, -0.4138], [-4.7596, -0.7191, 1.1265], [5.3268, -1.5936, 2.2724], [3.8991, -0.5200, 2.2753], [2.7433, -1.2146, 2.9263], [1.2367, -0.2528, 2.7239], [3.7273, -0.2051, 1.2461], [4.1913, 0.3867, 2.8051], [2.8990, -1.4135, 3.9866], [2.4838, -2.1485, 2.4277], [2.1459, -0.7770, -1.9246], [2.9408, -1.2440, -3.4076], [2.2184, -2.4105, -4.0286], [2.4261, -3.8923, -3.1459], [4.0171, -1.3867, -3.3113], [2.8248, -0.4384, -4.1327], [2.5354, -2.5366, -5.0638], [1.1566, -2.2167, -4.1809], [4.9166, 0.5827, -2.9875], [4.2669, 0.5443, -1.3033], [5.3770, 0.1679, -0.3109], [6.0042, -1.4938, -0.4884], [3.4402, -0.1526, -1.1652], [3.8811, 1.5293, -1.0405], [5.0845, 0.2783, 0.7333], [6.2320, 0.8231, -0.4769], [2.7560, 4.4950, -2.5926], [2.0895, 4.4957, -0.8843], [1.2765, 3.2542, -0.7791], [-0.0835, 3.1825, -1.9279], [1.5700, 5.4396, -0.7191], [2.8809, 4.5334, -0.1358], [0.8149, 3.2683, 0.2082], [1.9310, 2.4144, -1.0124]], "forces_ev_per_angstrom": [[-3.675, 0.049, -1.771], [1.541, -0.355, 0.443], [-0.338, -0.644, 0.022], [-1.030, -0.225, 0.299], [0.321, 0.117, -1.067], [-0.274, 0.003, -1.257], [-1.855, -0.665, -1.090], [-1.227, -0.289, 0.940], [-0.472, -0.985, 0.339], [0.189, -1.952, -0.461], [0.693, 0.143, -0.226], [-0.179, 0.172, 0.345], [-1.002, 0.201, -0.202], [0.161, 1.229, -0.090], [5.400, 6.772, 4.155], [1.011, 3.591, -0.886], [-5.536, 4.610, 5.056], [-0.286, 0.291, 0.249], [0.139, -0.116, 0.195], [0.212, -0.169, -0.061], [0.159, 0.275, -0.100], [-0.066, -0.586, 0.079], [-0.156, 3.721, 1.966], [-0.520, 3.097, 1.287], [3.111, 2.735, -5.906], [-1.429, 2.541, -0.955], [0.287, -0.137, -1.668], [1.159, -1.771, -1.563], [-1.090, 3.975, -0.513], [2.044, 0.769, -3.543], [0.718, 0.203, -1.251], [0.980, 0.245, -2.458], [0.014, -0.248, -0.571], [-0.120, -1.003, -0.242], [-0.391, -0.048, -0.372], [0.494, -0.038, 0.122], [-0.613, 1.740, 0.512], [-3.660, -2.767, -0.152], [-1.061, 1.429, -0.276], [-2.186, -4.152, -0.227], [-6.086, -10.641, -2.399], [0.346, 0.040, -0.027], [0.067, -0.286, 0.611], [0.640, 1.843, 0.298], [-1.066, 0.543, 1.377], [-8.055, -0.492, -1.072], [0.035, -0.283, 0.395], [-0.071, -0.063, 0.059], [-0.159, -1.842, 1.187], [-0.620, -1.214, 3.158], [-0.127, -0.182, 1.175], [-0.060, 0.228, 2.213], [1.736, -0.482, -2.408], [-0.036, 0.074, -0.354], [-0.300, -0.239, 0.225], [1.685, -2.007, 1.310], [-1.438, -2.298, 2.721], [-0.204, 0.614, 0.255], [0.095, -0.181, -0.231], [0.311, -0.146, -0.136], [-0.287, -0.730, 0.472], [-0.408, -0.523, 0.965], [0.997, -1.311, 0.502], [-0.839, -2.000, 0.189], [-9.442, -10.965, -0.229], [-0.554, -1.822, -0.465], [0.190, -0.895, -0.360], [-0.230, 0.084, -0.525], [-0.357, 0.201, -0.484], [-1.004, 0.520, -0.582], [0.931, -0.466, 0.213], [-0.248, 0.253, 0.207], [1.383, -3.038, -2.820], [1.797, 1.353, 0.402], [4.122, 4.297, 0.601], [2.881, 3.817, -0.835], [-4.770, -1.374, 2.068], [-0.464, -2.847, -1.130], [-1.017, -0.383, -2.636], [2.612, -1.659, -0.425], [0.411, 0.000, 0.224], [2.111, 1.685, -0.131], [-0.358, 0.839, 1.809], [3.007, 2.425, -0.274], [0.242, 0.552, -0.191], [-4.117, 0.680, 0.169], [-1.156, 0.305, -2.917], [-0.702, 5.133, 2.487], [0.381, -3.741, -2.017], [0.189, -0.315, -0.137], [-0.024, 0.153, 0.166], [-0.093, -0.144, 0.208], [-3.517, 0.079, 1.810], [-0.682, 1.705, 1.345], [-2.345, 1.838, -0.072], [-0.174, -0.117, -0.140], [-0.025, 0.264, 0.163], [-1.140, -0.916, -0.074], [2.960, 2.005, 0.335], [2.147, 6.858, 4.588], [-0.199, 0.082, 0.053], [1.334, 0.054, 0.055], [-0.595, -0.216, 1.111], [0.175, -0.233, 1.521], [-9.445, -4.363, 9.611], [-3.453, -2.114, 0.225], [-0.225, 0.879, 1.390], [-1.136, 0.518, -0.824], [-0.621, -1.435, -0.546], [-1.952, -0.066, 0.555], [0.329, 0.059, -0.397], [0.415, 0.197, 0.335], [-0.084, -0.310, 1.485], [0.582, -0.275, 0.415], [0.382, -0.240, -0.800], [15.665, -5.202, 3.803], [-0.119, -1.164, 1.258], [-0.101, -0.108, 0.162], [-0.131, 0.214, -0.043], [0.442, -0.216, 0.014], [0.901, 0.263, -4.295], [-0.156, -0.782, -2.039], [1.579, -0.115, -1.440], [4.169, 2.542, -5.504], [-0.588, -0.500, 0.445], [0.127, 0.136, 0.266], [0.543, 0.026, 0.044], [1.347, -0.955, 0.806], [0.913, 1.171, 0.342], [3.214, 0.195, 0.490], [0.920, 1.087, -0.660], [-0.092, 0.039, -1.436], [2.994, 0.997, -0.417], [1.098, -0.013, -1.333], [0.390, 0.196, -0.847], [0.101, -0.097, 0.025], [0.306, 0.491, 0.750], [0.159, 0.600, -1.009], [1.863, 0.054, -0.839], [7.256, 2.660, 0.056], [-0.430, -0.174, -0.396], [0.406, -0.508, -0.327], [1.588, -0.167, -1.997], [-0.439, 0.248, -0.009]], "mulliken_charge": [0.081, -0.288, -1.656, 0.104, -0.559, -0.945, 0.315, 1.687, 0.760, -2.218, 0.529, 0.445, -1.213, -1.222, -1.597, 0.881, -0.022, 0.378, 0.533, 0.290, 0.470, 0.420, 0.515, 1.451, 0.681, -2.638, 0.840, -0.274, -0.740, 0.468, 1.562, -3.072, 1.026, 0.447, -0.446, 0.747, -1.973, 2.005, -0.914, 0.531, 0.109, 0.221, -0.163, 0.838, 0.626, -2.780, 0.384, 0.442, -0.005, 0.578, -1.152, 0.325, -0.631, 0.869, -0.714, 0.087, 0.065, 0.045, 0.474, 0.499, -1.111, 0.085, 0.538, 1.798, 0.010, 0.532, 0.237, 0.238, 0.615, -0.869, -0.464, -0.242, 2.352, 0.517, 2.205, 2.176, -1.985, -2.285, -0.404, 0.006, -0.144, -2.092, -2.727, -1.011, -1.718, 2.269, 1.652, 0.041, -0.894, 0.434, 0.379, 0.394, -0.045, -0.983, -2.454, 0.339, -0.204, -0.450, 0.913, -0.040, 0.417, -0.327, -1.312, 0.888, 0.511, 0.742, -0.572, -0.188, 0.338, 0.418, 0.519, 0.510, -0.196, 1.045, -0.842, 0.855, -1.345, 0.262, 0.537, 0.048, 1.660, -2.261, 0.110, -0.423, 0.864, 0.685, 0.830, 0.487, -0.263, 1.554, -0.358, -0.228, -1.893, -0.109, 0.087, 0.573, -0.204, -0.550, 0.666, 0.111, 0.504, 0.383, 1.193, -0.837]}

Q: What is the charge in the first record?
A: -1